No. 1
99
Properties=species:S:1:pos:R:3:forces:R:3 method="wB97M-V/def2-TZVPD" homo_lumo_gap_ev="7.7 / 7.6" relative_energy_kcal_mol=36.85 e_tot_ev=-97840.84223 spin_multiplicity=6 largest_force_ha_per_bohr=0.13736 s2=8.78 total_charge=+1 homo_energy_ev="-9.57 / -10.44"
H -0.6861 -1.2649 -1.3760 0.203 0.059 0.091
C -1.0509 1.3719 0.7128 -0.381 0.252 0.354
H -4.4369 0.7404 -4.5853 0.327 -0.075 0.083
H 0.5010 -3.9277 -4.5554 0.113 0.133 0.287
C 4.3138 -2.1109 0.2943 0.026 -0.282 0.329
H 1.7109 1.5729 -2.7533 0.335 -0.032 0.138
C 1.1899 -3.6311 -3.7503 0.088 0.058 -0.157
C 1.1250 1.8277 1.5804 -1.139 -0.387 -0.596
H 5.0140 2.1949 1.0001 0.034 -0.153 -0.234
H -3.0826 3.3235 -1.1747 -0.060 -0.114 0.159
H -3.8672 -2.6590 -2.3297 0.060 0.223 -0.220
H 1.1703 -4.2368 0.1433 0.301 -0.019 -0.290
O -2.8740 -1.0532 -3.1832 -1.060 1.039 0.056
N 0.3377 1.0153 0.8318 -0.492 2.642 0.993
H -0.5437 -0.1882 2.8334 -0.290 0.130 -0.085
C -5.1387 -0.9144 -2.0004 -0.172 0.257 -0.038
H -3.4829 -3.0083 -6.5484 -0.001 0.181 0.030
Fe 0.9432 -0.5922 0.0179 2.199 2.049 1.471
H 5.2929 0.5530 0.3480 -0.272 0.399 -0.105
C -2.9544 -2.1345 -6.1471 -0.461 -0.325 -0.323
C -3.3694 0.9647 -4.4553 -0.181 0.330 -0.227
H 3.0454 1.9203 -3.8567 -0.019 -0.142 0.294
H -0.0158 3.6499 2.0246 0.127 -0.426 -0.022
C 4.7073 -2.2505 -2.1933 -0.034 0.078 -0.112
C -1.8244 -2.6800 -5.3017 -0.334 -0.483 -0.298
H 3.9363 -0.0692 -4.6904 0.079 -0.083 0.146
H -0.5570 -0.9826 -6.6973 0.044 0.046 0.364
H 3.3604 -2.2331 0.8369 0.337 0.093 -0.191
H -5.6141 -0.6522 -2.9511 0.183 -0.020 0.089
H 4.9521 -1.4465 0.9009 -0.273 -0.159 -0.238
H 3.0639 2.5219 2.1146 -0.162 -0.186 -0.259
H -1.8664 -1.1943 -4.1016 1.115 -0.408 0.167
C 0.4769 2.8051 2.5347 0.222 0.431 0.441
H -1.9101 0.5153 3.7072 -0.030 -0.067 -0.318
H -1.0637 -5.3441 -2.2562 0.164 0.411 0.010
H -2.6063 -1.5673 -7.0226 -0.066 -0.066 0.343
C -3.7654 1.9446 0.3545 0.195 0.098 0.042
C 3.3895 0.1862 -2.6328 -0.023 -0.324 0.405
H 4.8108 -3.0908 0.2734 -0.191 0.255 0.006
H -2.1152 -0.9739 2.7739 0.058 0.288 0.027
H -0.3751 0.9677 -5.1011 0.105 -0.042 -0.068
H -3.6861 -1.5438 -5.5783 0.364 -0.205 -0.165
H -2.8085 0.5566 -5.3011 -0.201 0.264 -0.118
H 1.7887 -2.7755 -4.0920 -0.073 -0.136 0.088
H 4.8399 1.8832 -0.7487 -0.023 -0.194 0.363
C 0.4540 0.2640 -5.2199 0.223 0.663 0.269
H 0.9571 0.1419 -4.2614 -0.066 -0.106 0.014
C -3.7813 -1.5863 -2.1439 0.564 -0.447 0.380
Si 0.4033 -3.3132 -2.0477 0.838 0.267 0.789
H 1.1931 0.7236 -5.8860 -0.193 -0.172 -0.085
H 1.8934 -4.4703 -3.6204 -0.222 0.260 -0.046
H -3.2963 0.7759 -2.2957 0.085 0.126 0.025
H -0.8804 3.5377 -1.9272 0.072 0.012 0.168
C 4.6766 1.4634 0.2580 0.427 0.347 0.169
C 4.5976 -1.7278 -3.4771 -0.039 -0.141 -0.063
H -5.8512 -1.5700 -1.4754 0.472 -0.032 -0.168
O -1.0427 -1.6351 -4.6896 0.758 0.658 -1.207
H 1.9856 -5.0185 -1.2739 0.018 0.112 0.372
C 1.6104 -4.0757 -0.8509 0.190 -0.167 -0.162
C -3.3630 1.0683 1.3584 -0.122 0.228 -0.273
C -0.4162 3.0850 -1.0434 0.188 0.188 -0.409
H -2.1818 -3.2526 -4.4388 0.052 -0.214 -0.501
C 2.5114 1.8503 1.4586 0.224 0.048 0.248
C 3.9696 -0.5062 -3.6935 0.010 -0.068 0.199
C 4.1301 -1.5950 -1.1087 -0.315 0.524 -0.074
C 3.2273 1.1606 0.4802 0.000 -1.119 -0.664
H 1.2531 3.2423 3.1771 -0.202 -0.110 -0.196
C -1.6198 0.0075 2.7737 0.227 -0.522 0.541
H -3.2722 2.0569 -4.4418 0.088 -0.179 -0.120
C -1.4396 2.3222 -0.2561 0.031 -0.506 0.258
H 5.2445 -3.1823 -2.0206 -0.097 0.190 -0.078
H -1.7293 0.6154 -3.0895 -0.037 0.295 0.065
H 0.8006 -1.7838 -5.8359 -0.581 0.042 0.390
H 3.2144 2.2965 -2.1350 -0.236 -0.292 -0.203
H -4.8217 2.1790 0.2218 0.242 -0.082 -0.028
H -4.0895 0.5803 2.0097 0.102 0.221 -0.156
H -2.0415 -3.8795 -2.4467 0.067 -0.119 0.155
H 5.0080 -2.2770 -4.3176 0.064 0.075 0.075
H 0.6760 -0.7969 -2.3310 0.070 -0.402 0.188
C 2.8098 1.5563 -2.8451 -0.246 0.377 -0.218
H 2.4369 -3.3472 -0.7943 -0.256 -0.577 0.131
C 3.3973 -0.4127 -1.3540 0.758 0.162 -0.050
C -2.0102 0.8163 1.5777 0.281 -0.072 -0.248
H -1.4876 -4.3982 -0.8359 0.017 0.163 -0.224
H -1.1390 -3.2478 -5.9270 -0.049 -0.311 0.249
H -5.0394 -0.0281 -1.3633 -0.158 -0.017 -0.326
H 0.4251 2.4750 -1.3914 -0.209 -0.031 0.215
C -2.7957 2.5873 -0.4245 -0.176 -0.084 0.128
C -0.4758 -2.7040 1.5285 1.399 2.055 -1.033
C -2.7991 0.4087 -3.1871 0.106 -0.488 0.596
S -1.4241 -3.7661 2.1894 -0.381 -0.621 0.219
H -0.2676 2.3471 3.2028 0.203 -0.042 -0.414
N 0.2045 -1.8420 1.0268 -2.029 -4.016 3.753
C 0.4184 -1.4525 -1.4585 -3.013 -1.805 -6.128
C -1.1977 -4.3101 -1.8934 -0.229 0.197 -0.003
H -3.2442 -1.4558 -1.1976 0.029 -0.175 -0.081
C -0.0048 -1.0393 -5.7523 -1.081 -0.335 0.760
H 0.0201 3.9002 -0.4489 -0.095 -0.155 -0.084
N 2.6692 0.1982 -0.2759 1.484 0.817 0.171

No. 2
69
Properties=species:S:1:pos:R:3:forces:R:3 method="wB97M-V/def2-TZVPD" homo_lumo_gap_ev=8.9 relative_energy_kcal_mol=0.67 smiles="O=C(NCCC1=CCCCC1)C1CCN(Cc2cnn(-c3ccccc3)c2-n2cccc2)CC1" e_tot_ev=-39102.39153 spin_multiplicity=1 largest_force_ha_per_bohr=0.01879 homo_energy_ev=-8.15
C 2.7400 -0.3664 0.7410 -0.072 -0.683 -0.128
C 3.4817 1.2321 3.9836 -0.160 0.083 0.167
C 1.5961 -0.9763 4.5945 -0.140 0.145 -0.060
C -3.8992 2.3032 -3.4886 -0.021 -0.174 0.000
C 1.6919 -1.3680 0.2729 -0.170 0.416 -0.081
C -5.6014 3.9243 -2.9882 -0.029 0.083 -0.023
C -0.5804 0.3547 -3.3742 0.240 0.046 -0.423
H 3.2313 -2.2188 3.8200 0.185 -0.093 -0.059
H 0.2045 0.1468 0.0085 -0.028 0.020 0.044
H -3.9312 4.2824 -4.2784 0.048 0.049 -0.054
C 5.0396 -0.1817 1.5628 0.125 0.098 0.076
C 1.1688 0.4844 4.4922 0.012 -0.079 0.254
C 2.9572 -1.1869 4.0066 -0.085 -0.163 0.176
H -1.2665 -2.9187 -3.1817 0.027 -0.064 0.111
H -1.7511 -1.3577 0.0341 0.022 -0.054 0.035
C -4.1427 -2.0146 -2.1954 0.327 0.335 -0.065
C -1.6024 -2.6356 -2.1773 0.054 0.038 -0.043
C 2.3127 1.3796 4.9520 -0.056 0.095 -0.226
H -0.5531 -0.4388 -4.0935 -0.023 -0.184 -0.107
H 1.6093 -1.2884 5.6454 -0.087 -0.050 -0.016
H 0.2441 2.9774 -1.6003 0.034 0.162 0.131
C -1.4301 1.5912 -1.7380 0.130 0.348 0.413
H 4.3623 1.7540 4.3672 0.048 0.008 -0.036
C 0.7858 -2.5776 -1.7262 0.184 0.165 -0.112
H 0.0968 -0.6909 1.5626 -0.016 0.060 0.049
C -5.7234 1.7336 -2.0188 0.143 -0.125 0.036
H -6.2148 0.9963 -1.4041 -0.039 -0.038 0.052
O 2.5274 0.8214 0.8569 -0.182 0.459 0.048
H 5.9810 -0.4351 1.0663 -0.057 0.113 0.038
C -2.7422 -0.3417 -2.4704 -0.376 -0.872 0.179
C -4.4319 3.5705 -3.6397 -0.038 0.040 0.026
C 5.1329 -0.4887 3.0682 -0.260 -0.018 -0.161
H 5.9220 0.1291 3.5003 0.077 -0.026 0.040
C 0.3195 1.3449 -3.1062 0.032 -0.147 -0.229
H -7.1687 3.2674 -1.6850 -0.073 0.008 0.045
H 0.8718 -3.5568 -1.2147 -0.005 0.005 -0.064
H 4.8242 0.8765 1.4068 0.110 -0.076 -0.043
H -1.9173 -3.5622 -1.6616 0.057 0.026 -0.086
H -6.0103 4.9157 -3.1120 -0.036 0.084 -0.013
H -3.0014 2.0309 -4.0203 0.096 -0.043 -0.026
H -2.1470 1.8853 -0.9964 -0.140 0.015 0.106
C -0.2183 2.1282 -2.0622 -0.171 0.094 0.189
C 1.8773 -1.6366 -1.2238 -0.018 -0.341 0.054
H 5.4057 -1.5387 3.2007 0.040 -0.004 0.027
H 1.7944 -0.6911 -1.7615 0.043 0.033 -0.039
N 3.9625 -0.9170 0.9442 0.439 -0.160 -0.070
N -4.8821 -0.9325 -2.3042 -0.722 -0.058 0.026
C 3.8143 -0.2111 3.7364 0.352 -0.004 -0.026
N -4.0379 0.0886 -2.4812 0.652 -0.499 -0.048
C -0.7503 -1.7777 -0.0916 0.017 0.262 0.154
C -6.2504 2.9999 -2.1859 0.018 0.036 -0.025
C 0.2832 -0.8253 0.4960 0.038 -0.232 0.072
H -0.7186 -2.7442 0.4504 -0.057 0.008 -0.040
H 1.8173 -2.3058 0.8282 0.030 -0.006 -0.005
H 1.9904 2.4217 4.9882 0.024 0.012 0.069
H 2.8602 -2.0694 -1.4211 0.028 0.015 -0.023
H 2.6243 1.0850 5.9572 0.002 0.034 0.072
H -4.6030 -2.9717 -2.0502 -0.139 -0.205 0.042
H 0.8758 -1.6201 4.0810 -0.020 -0.034 0.062
C -2.7736 -1.7147 -2.2876 0.092 0.338 -0.108
H 4.0428 -1.9216 0.9513 -0.164 0.055 -0.035
N -0.5057 -1.9677 -1.5066 -0.015 -0.338 0.095
H 0.9344 0.7242 3.4532 -0.070 0.026 -0.065
H 3.2134 1.6898 3.0267 0.091 0.081 -0.004
H 0.9160 -2.7440 -2.7989 -0.017 -0.055 0.024
N -1.6529 0.5104 -2.5453 -0.008 0.217 -0.076
H 1.2597 1.5007 -3.5980 0.155 -0.034 -0.120
H 0.2745 0.6568 5.0946 -0.035 0.011 -0.059
C -4.5393 1.3871 -2.6609 -0.441 0.735 -0.113